(1)
The following is a quantum chemistry calculation of an isolated molecule of C8H11NS in a non-equilibrium geometry, from OMol25.

Calculated values
- Charge: 0
- HOMO energy (spin up / spin down): -7.19 / -6.95 eV
- Orbital gap (spin up / spin down): 7.06 / 6.33 eV

Last column: natural (NBO) charge in e.
Positions of all 21 atoms, in Å:
S (0.12522, -2.09746, -0.37502)  0.454
N (-0.41344, 1.36460, -0.66705)  -0.457
C (1.83172, -0.03153, 0.27841)  -0.377
C (-1.72307, 1.07553, -0.46610)  -0.044
C (-1.46437, -1.40574, -0.16667)  -0.440
C (-3.50804, -0.32788, 0.44080)  -0.615
C (0.80378, 1.03538, -0.41838)  0.134
C (-2.09682, -0.20824, 0.03230)  -0.091
C (1.72055, -1.40462, -0.04126)  -0.377
C (3.35745, 0.33248, 0.15023)  -0.606
H (-2.32509, 1.97584, -0.71568)  0.214
H (1.30248, 0.08123, 1.33485)  0.266
H (-4.09944, 0.41073, -0.16417)  0.222
H (3.76516, 0.06582, 1.12833)  0.225
H (2.55992, -2.09302, -0.15186)  0.239
H (-1.97096, -2.39556, -0.11663)  0.241
H (-3.96492, -1.38186, 0.35888)  0.214
H (-3.56687, -0.08277, 1.53193)  0.224
H (3.81258, -0.32589, -0.65948)  0.216
H (1.49648, 1.81879, -0.73616)  0.136
H (3.34654, 1.42118, -0.12272)  0.222

=====

(2)
The following is a quantum chemistry calculation of a structure of composition C5H10NO2P in a non-equilibrium geometry, from OMol25.

Calculated values
- Charge: 0
- HOMO energy: -8.99 eV
- Orbital gap: 9.71 eV

Last column: natural (NBO) charge in e.
Positions of all 19 atoms, in Å:
P (-0.42431, 1.50067, -1.15649)  2.121
O (0.27935, 2.68957, -0.32600)  -1.012
O (-1.81280, 1.80337, -1.46622)  -1.085
N (0.80443, -2.44054, 1.79796)  -0.834
C (-0.15763, 0.15763, 0.01551)  -0.416
C (-0.14014, -1.36051, 1.73504)  -0.114
C (0.69538, 1.47505, -2.67402)  -0.992
C (0.44799, -0.06864, 1.21266)  -0.149
C (-1.08754, -1.51886, 0.51620)  -0.330
H (-0.09789, 1.37834, -3.38803)  0.248
H (1.47343, -2.24194, 2.53260)  0.363
H (0.28793, -3.31010, 2.00946)  0.364
H (-0.61556, -1.13682, 2.84505)  0.163
H (1.13617, 2.44823, -2.61370)  0.254
H (-2.22385, -1.22472, 0.40653)  0.239
H (-0.84055, -2.34718, -0.11088)  0.207
H (-0.46539, 3.39490, -0.06930)  0.524
H (1.39063, 0.21701, 1.67090)  0.197
H (1.35033, 0.58455, -2.93725)  0.255

=====

(3)
The following is a quantum chemistry calculation of a cluster of 9 separate species, C24H61N2O9S in total in a non-equilibrium geometry, from OMol25.

Calculated values
- Charge: +1
- HOMO energy: -11.65 eV
- Orbital gap: 7.80 eV

Last column: Mulliken charge in e.
Positions of all 97 atoms, in Å:
S (-0.05422, 0.47841, 1.47643)  -0.068
O (-4.38735, -6.01419, -0.71115)  -0.395
O (-4.00044, -1.03939, -0.26567)  -0.452
O (5.39235, 0.13713, -1.59880)  -0.407
O (1.26372, 3.46166, 2.02392)  -0.230
O (-8.13249, -1.20940, -1.86510)  -0.503
O (6.54645, 2.62009, 1.25482)  -0.506
O (4.00197, 7.44493, 5.35208)  -0.509
O (0.38031, 1.55615, -3.90000)  -0.497
O (-1.62079, -4.57701, 0.39878)  -0.565
N (1.42953, 5.90559, 2.08135)  -0.375
N (2.18566, 2.87387, 1.15850)  0.574
C (-5.58116, -2.87169, 0.07424)  -0.669
C (1.36689, 4.76105, 2.03640)  0.471
C (6.09433, 3.85331, 1.81605)  0.526
C (2.39721, 1.60858, 1.23752)  -0.315
C (3.49908, 1.25929, 0.29282)  -0.025
C (-0.40759, 2.73174, -4.08617)  -0.185
C (6.98098, 4.36562, 2.92971)  -1.408
C (-1.75176, -4.96043, 1.77521)  -0.264
C (-1.07554, -0.10422, -0.95658)  -1.485
C (-3.14900, -5.46169, 2.06377)  -0.670
C (-4.67077, -1.84361, 0.70919)  -0.336
C (0.44079, 3.98609, -4.14744)  -0.785
C (-9.05241, -2.19628, -2.33091)  -0.304
C (0.27163, 0.10562, -0.26196)  0.684
C (-8.48389, -3.02280, -3.46745)  -0.870
C (3.61838, 2.49367, -0.62812)  -0.888
C (6.27947, -2.14500, -1.61687)  -1.078
C (-4.28572, -7.51241, -2.64036)  -1.182
C (1.64679, 0.69313, 2.11436)  -0.967
C (5.30568, -1.15322, -2.21734)  -0.227
C (2.93286, 3.63541, 0.15063)  -0.784
C (3.62176, 6.28163, 6.07244)  -0.458
C (3.17486, 5.16337, 5.14788)  -0.493
C (-4.91621, -6.28878, -2.00513)  -0.245
H (4.50538, 5.98277, 6.63475)  0.307
H (-3.38854, -6.30831, 1.42364)  0.189
H (-1.49673, -4.11169, 2.41918)  0.193
H (-0.86381, -0.33581, -2.00209)  0.450
H (-6.04396, -3.50049, 0.83624)  0.366
H (4.40569, 1.19470, 0.90668)  0.289
H (-9.19340, -3.78772, -3.78460)  0.344
H (2.29568, 5.47328, 4.58123)  0.205
H (1.55986, 1.10478, 3.12156)  0.446
H (2.92403, 4.26302, 5.71247)  0.382
H (-3.21197, -7.36593, -2.77830)  0.337
H (2.22906, 4.18062, -0.48166)  0.517
H (3.97292, 4.92687, 4.43948)  -0.063
H (-3.87655, -4.67490, 1.84965)  0.062
H (6.28899, 0.46465, -1.72966)  0.249
H (-5.98529, -6.44014, -1.85731)  0.297
H (4.66882, 2.70700, -0.79592)  0.441
H (-9.98924, -1.71925, -2.63442)  0.324
H (-1.00733, -5.73828, 1.93843)  0.348
H (-4.72788, -7.71711, -3.61615)  0.382
H (-7.55946, -3.51151, -3.15641)  0.132
H (-1.15446, 2.81399, -3.28871)  0.198
H (-4.67624, -0.58146, -0.77663)  0.255
H (3.08528, 2.29593, -1.55476)  0.359
H (-9.26366, -2.82510, -1.46685)  0.275
H (5.46810, -1.05647, -3.29385)  0.292
H (3.59160, 4.38784, 0.58138)  0.454
H (-4.78921, -5.41577, -2.65639)  0.264
H (7.99791, 4.50657, 2.56508)  0.362
H (0.88740, -0.79473, -0.34068)  0.280
H (1.17434, 3.91216, -4.94998)  0.262
H (-0.93844, 2.57856, -5.02381)  0.325
H (2.83168, 6.51783, 6.79224)  0.295
H (2.14808, -0.27324, 2.14554)  0.455
H (-2.26552, -3.87940, 0.23304)  0.282
H (7.01435, 3.65297, 3.75679)  0.387
H (7.30923, -1.81109, -1.75974)  0.326
H (-8.25901, -2.39253, -4.33119)  0.330
H (6.06714, 4.55852, 0.98453)  0.339
H (-3.87338, -2.32720, 1.27808)  0.185
H (6.61267, 1.97200, 1.96467)  0.304
H (6.61216, 5.31622, 3.31550)  0.386
H (0.98404, 4.13244, -3.20742)  0.073
H (-7.93639, -0.61571, -2.59686)  0.284
H (6.10649, -2.25477, -0.54565)  0.263
H (4.27653, -1.48191, -2.06659)  0.263
H (0.86134, 1.65404, -3.07292)  0.213
H (3.23846, 7.76509, 4.86063)  0.306
H (-1.63703, 0.83111, -0.94441)  0.342
H (5.06732, 3.71806, 2.18784)  -0.360
H (-0.17537, 4.86920, -4.31690)  0.366
H (-5.22766, -1.20346, 1.40021)  0.354
H (-3.27616, -5.76577, 3.10362)  0.414
H (3.29765, 0.33038, -0.23065)  0.369
H (-4.42724, -8.38545, -2.00307)  0.281
H (-6.37334, -2.38608, -0.50017)  0.199
H (-3.43945, -5.85117, -0.79980)  0.247
H (-5.01475, -3.51733, -0.59704)  0.137
H (0.81130, 0.92398, -0.75241)  -0.401
H (6.17436, -3.12232, -2.08768)  0.368
H (-1.65775, -0.89870, -0.49887)  0.360

=====

(4)
The following is a quantum chemistry calculation of an isolated molecule of C3H8NOPS2 in a non-equilibrium geometry, from OMol25.

Calculated values
- Charge: 0
- HOMO energy (spin up / spin down): -8.33 / -8.34 eV
- Orbital gap (spin up / spin down): 7.52 / 7.53 eV

Last column: natural (NBO) charge in e.
Positions of all 16 atoms, in Å:
S (-2.70341, 1.57985, -0.83067)  -0.439
S (-1.61378, -1.12285, 1.03518)  -0.031
P (-1.29698, 0.66559, 0.07162)  1.261
O (-0.56369, 1.55041, 1.18688)  -0.791
N (1.08896, 0.28454, -0.78092)  -0.755
C (0.80109, 1.23221, 1.33451)  -0.064
C (-2.32012, -2.09882, -0.35720)  -0.701
C (1.65934, 1.27374, 0.05546)  -0.276
H (1.70697, 2.25586, -0.29753)  0.175
H (-2.40758, -3.17612, 0.14244)  0.248
H (1.28634, 1.75990, 2.05151)  0.193
H (-1.64523, -2.04118, -1.10140)  0.216
H (0.71405, 0.24000, 1.70742)  0.177
H (-3.18807, -1.58874, -0.77028)  0.241
H (2.63584, 0.96473, 0.32320)  0.202
H (1.17872, 0.46032, -1.77501)  0.347

=====

(5)
The following is a quantum chemistry calculation of a cluster of 2 separate species, C16H22Cl2N4OS in total, from OMol25.

Calculated values
- Charge: 0
- HOMO energy: -9.71 eV
- Orbital gap: 10.13 eV

Last column: natural (NBO) charge in e.
Positions of all 46 atoms, in Å:
Cl (-3.27072, -3.54750, -4.52176)  -0.035
Cl (-6.17892, -3.45114, -4.18224)  -0.034
S (1.85432, 4.03910, 2.42225)  0.270
O (4.27511, 3.43185, 1.42451)  -0.420
N (2.90869, 4.26734, -0.08189)  -0.279
N (-2.84175, 0.02398, -3.29306)  -0.327
N (-3.26682, 1.69678, 0.97236)  -0.301
N (4.11984, 3.97002, -0.69527)  -0.288
C (-4.68309, -2.50911, -4.28424)  -0.387
C (2.80768, 0.30254, 1.90398)  -0.404
C (-3.19294, -2.84191, -0.38615)  -0.363
C (4.87470, 3.48660, 0.21905)  0.289
C (-2.29864, -0.54209, 0.03024)  -0.364
C (2.19850, 1.27883, 2.92490)  -0.433
C (0.79869, -1.01518, 1.01406)  -0.410
C (-2.88802, 0.69857, 0.55830)  0.284
C (-2.17073, -0.07711, -2.37030)  0.305
C (1.03773, -0.83602, -0.48093)  -0.403
C (3.04182, 3.93542, 1.15400)  0.262
C (2.08415, -1.04972, 1.84781)  -0.374
C (-3.40415, -1.53061, -0.31527)  -0.178
C (-1.35269, -0.15301, -1.15413)  -0.309
C (-0.16981, -1.11236, -1.37839)  -0.379
C (1.24636, 2.31715, 2.29024)  -0.513
H (2.80423, 0.73009, 0.89923)  0.194
H (3.01546, 1.80295, 3.41677)  0.227
H (-4.02614, -3.53018, -0.32176)  0.216
H (1.81521, -1.55025, -0.76955)  0.213
H (-0.45742, -2.16038, -1.29397)  0.211
H (0.24852, -1.94315, 1.20291)  0.202
H (1.84057, -1.37518, 2.86109)  0.203
H (-1.73885, -0.96865, 0.85732)  0.272
H (0.23796, 2.29288, 2.69428)  0.240
H (-2.21168, -3.27867, -0.52347)  0.193
H (-4.40586, -1.15781, -0.48949)  0.226
H (0.16113, -0.97501, -2.40956)  0.231
H (5.88334, 3.13093, 0.10306)  0.207
H (1.20306, 2.14498, 1.21515)  0.217
H (-0.95146, 0.84742, -0.97639)  0.263
H (1.65874, 0.71752, 3.68936)  0.210
H (-4.55446, -1.95905, -3.36135)  0.228
H (3.84561, 0.10860, 2.17788)  0.215
H (1.44148, 0.15726, -0.68965)  0.204
H (2.74466, -1.81164, 1.42396)  0.200
H (0.16763, -0.21073, 1.41144)  0.189
H (-4.75579, -1.82613, -5.12083)  0.229

=====

(6)
The following is a quantum chemistry calculation of a structure of composition C27H52N3O2P2Re in a non-equilibrium geometry, from OMol25.

Calculated values
- Charge: +3
- HOMO energy (spin up / spin down): -16.67 / -17.13 eV
- Orbital gap (spin up / spin down): 7.57 / 4.83 eV
- 2S+1: 4

Last column: Löwdin spin population.
Positions of all 87 atoms, in Å:
Re (0.68711, -0.00350, -1.71429)  1.197
P (0.56304, 2.28245, -1.80298)  0.028
P (0.56048, -2.27473, -2.03326)  0.027
O (3.76480, -0.00282, -1.79360)  0.020
O (-3.25565, -1.11532, 2.82478)  0.182
N (-2.32948, 0.04782, 4.60624)  0.535
N (0.96842, 0.09169, -3.63091)  0.414
N (0.19056, -0.11552, 0.52727)  0.030
C (-1.23739, 4.49522, -1.97833)  0.000
C (0.18466, -0.54717, 3.31829)  0.012
C (2.08159, -3.26513, -1.55517)  0.004
C (-0.99112, -3.18882, -1.60619)  0.002
C (-0.98977, 3.14776, -1.28629)  0.002
C (2.08089, 3.22257, -1.22257)  0.004
C (-1.08278, 3.26684, 0.23872)  0.000
C (2.59535, -0.01010, -1.64553)  0.023
C (1.35342, 1.36777, -4.31721)  0.045
C (0.67866, -2.35570, -3.89276)  0.022
C (-1.08439, -3.48078, -0.10330)  0.000
C (-4.61071, -0.57206, 5.43564)  0.054
C (-1.23821, -4.45649, -2.43711)  0.000
C (1.37200, -0.37641, 2.63636)  0.000
C (-2.31889, -0.49737, 3.32611)  0.011
C (-3.11940, -0.57705, 5.67058)  0.065
C (1.35489, -1.10750, -4.44172)  0.045
C (-0.65264, 1.16714, 6.06795)  0.038
C (-1.00241, -0.36459, 2.60835)  0.000
C (2.41980, 2.95781, 0.24181)  0.001
C (-1.66286, 1.31758, 4.94682)  0.058
C (1.32014, -0.15997, 1.25488)  0.026
C (-0.99335, -0.20646, 1.20781)  0.011
C (2.42200, -3.14506, -0.07182)  0.001
C (2.04822, 4.73083, -1.47205)  0.000
C (2.04943, -4.74062, -1.95699)  0.000
C (0.67841, 2.55372, -3.64336)  0.022
H (-0.55186, -5.26576, -2.15653)  0.000
H (-1.11464, 0.80149, 6.98970)  0.000
H (2.45753, 1.46806, -4.33610)  0.015
H (1.66750, -3.63175, 0.56082)  0.000
H (-0.34778, -2.40222, -4.28522)  0.001
H (3.05893, 5.10991, -1.26265)  0.000
H (1.21548, -3.25979, -4.20606)  0.000
H (-0.34853, 2.64097, -4.02762)  0.001
H (-2.78237, -1.62293, 5.76491)  0.027
H (-0.89064, 2.30551, 0.73407)  0.000
H (-1.19236, 1.74024, 4.04978)  0.000
H (-2.45431, 2.01830, 5.26087)  0.027
H (-1.93491, -0.14488, 0.66629)  0.000
H (3.06015, -5.13967, -1.78854)  0.000
H (-0.55172, 5.27181, -1.61614)  0.000
H (1.04499, 1.28987, -5.37357)  0.005
H (1.80449, -4.90551, -3.01282)  0.000
H (-2.26056, 4.81030, -1.73237)  0.000
H (-0.40513, -4.28981, 0.20360)  0.000
H (-0.88390, -2.58672, 0.50112)  0.000
H (-2.85280, -0.04539, 6.58831)  0.001
H (-1.16048, 4.42756, -3.06995)  0.000
H (-0.20137, 2.14266, 6.26787)  0.002
H (2.52634, 1.89236, 0.46872)  0.001
H (1.21495, 3.48505, -3.86244)  0.000
H (-2.26133, -4.79608, -2.22563)  0.000
H (-5.08241, -1.03791, 6.30927)  0.004
H (1.66695, 3.38097, 0.92000)  0.000
H (2.87988, 2.78088, -1.85058)  0.000
H (3.38627, -3.64588, 0.09254)  0.000
H (1.04784, -0.92303, -5.48521)  0.005
H (2.34074, -0.40801, 3.11249)  0.000
H (0.17633, -0.80930, 4.37540)  0.002
H (-2.05394, -0.19340, -2.88043)  0.003
H (-2.07124, -0.05909, -2.13440)  0.002
H (3.38580, 3.43621, 0.45478)  0.000
H (-2.11311, -3.79824, 0.12064)  0.000
H (2.26786, -0.06344, 0.72420)  0.006
H (-4.83169, -1.15362, 4.53458)  0.000
H (-2.10691, 3.57125, 0.49636)  0.000
H (0.15007, 0.47907, 5.79243)  0.000
H (2.53090, -2.10656, 0.26072)  0.001
H (1.80378, 5.00278, -2.50537)  0.000
H (-1.77463, 2.44051, -1.62008)  0.000
H (-4.99123, 0.45125, 5.32864)  0.002
H (-1.77842, -2.45131, -1.85702)  0.000
H (1.36276, -5.32088, -1.32482)  0.000
H (1.36151, 5.24297, -0.78363)  0.000
H (-0.39469, 4.02728, 0.63634)  0.000
H (2.45909, -1.20592, -4.47016)  0.015
H (2.87819, -2.76125, -2.13780)  0.000
H (-1.16018, -4.27500, -3.51547)  0.000

=====

Please write out number 1 again, unchanged.
The following is a quantum chemistry calculation of an isolated molecule of C8H11NS in a non-equilibrium geometry, from OMol25.

Calculated values
- Charge: 0
- HOMO energy (spin up / spin down): -7.19 / -6.95 eV
- Orbital gap (spin up / spin down): 7.06 / 6.33 eV

Last column: natural (NBO) charge in e.
Positions of all 21 atoms, in Å:
S (0.12522, -2.09746, -0.37502)  0.454
N (-0.41344, 1.36460, -0.66705)  -0.457
C (1.83172, -0.03153, 0.27841)  -0.377
C (-1.72307, 1.07553, -0.46610)  -0.044
C (-1.46437, -1.40574, -0.16667)  -0.440
C (-3.50804, -0.32788, 0.44080)  -0.615
C (0.80378, 1.03538, -0.41838)  0.134
C (-2.09682, -0.20824, 0.03230)  -0.091
C (1.72055, -1.40462, -0.04126)  -0.377
C (3.35745, 0.33248, 0.15023)  -0.606
H (-2.32509, 1.97584, -0.71568)  0.214
H (1.30248, 0.08123, 1.33485)  0.266
H (-4.09944, 0.41073, -0.16417)  0.222
H (3.76516, 0.06582, 1.12833)  0.225
H (2.55992, -2.09302, -0.15186)  0.239
H (-1.97096, -2.39556, -0.11663)  0.241
H (-3.96492, -1.38186, 0.35888)  0.214
H (-3.56687, -0.08277, 1.53193)  0.224
H (3.81258, -0.32589, -0.65948)  0.216
H (1.49648, 1.81879, -0.73616)  0.136
H (3.34654, 1.42118, -0.12272)  0.222